Record 1
ORCA calculation (ωB97M-V/def2-TZVPD) on a gas-phase ion, C38H42N3O4S (charge -1).

Orbital gap   7.005 eV
SMILES   CCOc1ccc(-c2ccc(Cn3c(CC(C)(C)C(=O)[O-])c(SC(C)(C)C)c4cc(OCc5ccc(C)cn5)ccc43)cc2)cn1
Multiplicity   1
Charge   -1

Geometry as XYZ:
```
88
Properties=species:S:1:pos:R:3:mulliken_charge:R:1
H -0.70 -1.07 -1.22 0.43
N 0.22 1.51 -1.12 1.08
C -9.57 -3.98 0.10 -0.24
H 9.30 -1.54 1.52 0.40
N -7.45 -2.58 -0.65 -0.45
N 7.62 -3.22 -1.50 -0.57
H -2.56 -2.50 -0.49 0.52
H -3.42 2.10 -2.05 0.46
H 1.39 -0.68 2.26 0.36
C -1.71 -0.69 -1.25 -0.27
H -0.89 6.62 0.49 0.49
C 8.84 -3.55 -1.13 -0.31
H -1.26 -0.04 3.64 0.56
H -1.21 2.53 -2.23 0.16
H -10.48 -2.65 1.53 0.28
H -0.85 0.53 2.02 0.21
C -6.12 -3.45 1.13 -0.63
C -1.44 4.96 -1.46 0.19
C -6.41 -1.86 -1.04 -0.89
C 0.66 0.92 3.51 1.91
H 2.48 -0.24 3.59 0.26
C 8.83 -2.01 0.67 -0.55
H -5.31 0.67 -1.32 0.49
C 6.98 -2.28 -0.81 -0.24
C -5.18 -1.85 -0.39 0.36
H 1.00 -1.17 3.91 0.49
H -6.58 -1.25 -1.92 0.50
H -4.12 -2.72 1.27 0.53
O -8.36 -4.12 0.82 -0.41
C 9.51 -2.99 -0.06 0.76
H -0.98 3.24 1.47 0.32
H -10.16 -4.86 0.37 0.30
H 9.31 -4.32 -1.74 0.33
C 10.90 -3.41 0.32 -1.37
O -1.24 6.08 -1.93 -0.79
C 3.20 0.21 0.37 0.01
H -9.73 -1.84 0.15 0.29
H -2.03 5.48 1.20 0.44
C 0.89 4.79 -0.50 -2.06
C -0.79 0.77 3.08 -1.55
O 4.91 -1.24 -0.29 -0.33
C -0.99 5.62 0.91 -2.24
H 5.70 -1.30 -2.20 0.41
H 0.30 0.63 5.62 0.42
H 1.21 4.09 -1.27 0.36
H 1.03 5.80 -0.88 0.54
H 3.73 0.34 1.30 0.50
C 1.34 0.71 -1.12 -0.87
C -7.31 -3.36 0.41 0.49
H -11.27 -2.67 -0.06 0.35
C 1.86 -0.14 -2.08 -1.42
H 1.79 1.51 5.26 0.44
C -4.07 -1.01 -0.86 0.89
C -5.05 -2.69 0.72 -0.45
H -0.38 1.18 -3.07 0.48
C -4.30 0.28 -1.32 -1.19
H -6.07 -4.10 1.99 0.44
C -2.76 -1.49 -0.83 -1.13
H 11.27 -4.18 -0.36 0.34
H 5.08 -2.85 -1.59 0.32
H 11.57 -2.55 0.28 0.31
C 0.14 2.17 0.08 -0.69
C -3.25 1.08 -1.73 -0.59
C 7.55 -1.65 0.29 -0.45
C 1.20 1.77 0.88 0.68
H -9.36 -4.00 -0.98 0.32
H -0.35 5.54 1.79 0.42
H 1.52 4.65 0.38 0.35
H 6.99 -0.90 0.82 0.47
C 2.00 0.87 0.13 0.86
H -1.86 2.88 -0.03 0.37
O -2.23 4.08 -1.87 -0.63
C -10.31 -2.70 0.46 -1.04
C 3.04 -0.80 -1.82 -0.59
C -0.90 3.18 0.38 -1.69
C -0.81 1.51 -2.12 -1.34
H 0.23 2.32 5.10 0.44
C 5.60 -1.92 -1.30 -0.16
H 10.91 -3.80 1.34 0.31
C 1.43 -0.37 3.30 -1.64
C 0.75 1.37 4.97 -1.90
S 1.47 2.29 2.53 -0.23
C -0.59 4.60 -0.16 2.17
C 3.71 -0.62 -0.61 0.75
H 1.36 -0.28 -3.03 0.42
H -1.34 1.68 3.26 0.26
H 3.44 -1.46 -2.57 0.47
C -1.95 0.60 -1.71 1.20
```

***

Record 2
ORCA calculation (ωB97M-V/def2-TZVPD) on a molecular structure, C38H43AsAuGeO2S2.

Orbital gap   7.066 eV
Multiplicity   1
Charge   -1

Geometry as XYZ:
```
88
Properties=species:S:1:pos:R:3:mulliken_charge:R:1
C -2.99 0.24 -4.96 -1.84
H -2.17 0.59 -5.59 0.34
C 2.50 -5.49 2.15 -0.60
C -2.20 2.72 5.59 -0.42
H 3.29 -6.22 2.06 0.39
C 1.06 3.47 1.30 0.05
C 0.47 -3.61 2.35 0.14
H 3.30 2.98 -2.95 0.37
C -0.06 1.68 5.24 -0.26
C -0.26 1.78 3.87 0.17
H -0.82 3.59 -1.84 0.27
C 2.12 -1.16 0.70 -0.74
H -0.81 3.81 -3.60 0.44
C 1.09 1.18 -4.71 -0.93
C 3.29 -0.29 0.64 -0.52
H 0.74 1.82 -5.52 0.39
C 2.32 3.44 -2.88 -1.35
S -1.85 -0.39 1.12 -0.25
C -3.62 -1.23 -3.04 -2.15
H 3.11 6.17 1.29 0.39
H -2.97 3.08 6.26 0.38
C -1.81 -1.95 -4.58 -1.58
H 2.37 -5.64 4.29 0.36
H -3.31 3.21 3.82 0.42
H 4.62 0.80 -0.59 0.40
C -2.15 -4.23 -0.35 -0.72
C 1.35 0.84 -1.53 0.12
O -1.45 -0.10 -3.17 -0.40
H -4.22 -1.75 1.70 0.41
H -4.37 -1.74 -3.66 0.46
H 2.41 -5.13 0.04 0.35
As 0.34 -3.08 -0.53 0.25
H -1.64 2.41 -2.89 0.08
H -5.18 -3.94 1.10 0.33
H -2.50 -2.50 -5.22 0.44
C -3.63 -2.47 1.15 -0.79
H 0.57 -3.95 4.46 0.40
H 2.22 4.18 -3.68 0.43
C 1.57 4.71 0.95 -0.70
Ge 0.90 2.07 -2.98 0.54
C -2.46 -0.74 -3.90 2.16
H 0.85 1.22 5.60 0.47
C 1.35 -1.40 -0.38 0.75
H -1.58 -4.93 -0.96 0.38
H 2.14 0.93 -4.90 0.41
H 3.29 2.61 3.70 0.47
C 1.52 -0.63 -1.62 -0.02
C 3.33 4.46 2.57 -0.68
H 1.10 1.13 -0.52 -0.02
C -1.05 2.15 6.10 -0.61
H 0.19 3.07 0.80 0.02
C 2.78 0.29 -1.67 -0.55
H -4.10 -0.39 -2.54 0.40
H 0.49 0.28 -4.68 -0.06
O 2.04 0.53 3.70 -0.73
H 3.25 0.42 -2.64 0.70
H -3.27 -1.93 -2.28 0.43
H -3.43 1.11 -4.46 0.37
C -1.42 2.32 3.35 0.02
C -2.34 -2.08 0.76 0.38
C -2.39 2.80 4.22 -0.97
C 0.97 -4.22 3.49 -0.64
H -3.87 -5.52 -0.29 0.34
H 4.22 4.84 3.05 0.38
C 2.71 5.21 1.58 -0.47
H 1.22 -1.12 -2.54 0.25
H -3.76 -0.22 -5.59 0.41
H -0.31 -2.86 2.44 0.37
C 3.66 0.30 -0.50 -1.22
H 3.91 -0.23 1.53 0.43
H -0.90 2.07 7.17 0.38
S 1.03 1.14 2.78 0.86
C -4.17 -3.69 0.79 -0.49
C -3.44 -4.57 0.03 -0.77
H 1.97 -1.70 1.62 0.59
H -1.42 -2.62 -3.81 0.18
H -1.59 2.35 2.28 0.27
H 2.27 3.97 -1.92 0.25
C 2.00 -4.87 1.01 -0.58
C 2.82 3.23 2.94 -0.40
H 1.09 5.29 0.17 0.44
C -1.56 -3.03 0.03 0.45
C 0.99 -3.93 1.10 0.00
C 1.98 -5.16 3.39 -0.46
C -0.78 3.06 -2.80 -0.95
Au -1.64 0.03 -1.16 0.26
H -0.96 -1.62 -5.19 0.38
C 1.68 2.75 2.31 0.36
```

***

Record 3
ORCA calculation (ωB97M-V/def2-TZVPD) on a molecular structure, C38H43BFN16O3Sc.

Orbital gap (alpha / beta)   6.922 / 3.850 eV
Multiplicity   2
Expectation value of S²   0.80
Charge   +1

Geometry as XYZ:
```
103
Properties=species:S:1:pos:R:3:mulliken_charge:R:1
F 5.65 -2.00 -2.43 -0.31
C -1.22 -3.51 2.71 -1.72
H -3.25 1.34 -2.75 0.22
N -1.13 -1.64 1.48 1.08
H 5.02 -0.55 3.58 0.36
C 4.03 -0.13 -5.03 0.99
C 2.79 0.09 -2.91 1.16
C 2.09 -1.36 2.23 -0.66
C 0.19 -2.16 -4.66 0.41
C -5.89 -1.57 6.20 -1.31
N -2.10 1.08 2.59 0.47
H 2.82 2.31 3.86 0.35
N -0.38 -1.39 -1.55 -0.10
H 1.03 -4.13 1.17 0.40
N 3.76 0.86 2.68 0.14
C -4.88 -0.33 0.67 0.03
H -2.77 -2.63 4.08 0.80
C 3.19 1.29 3.96 -0.74
C -1.47 3.13 3.13 -1.63
Sc -0.60 0.05 0.03 -0.94
C -5.86 0.46 4.56 -1.44
C 2.60 -0.95 4.50 -0.71
C 2.92 0.38 -4.30 -0.96
B -2.95 -0.23 2.43 0.76
C 2.00 1.41 -6.41 0.24
C 2.80 0.33 -7.10 -0.80
H 0.69 1.51 -8.07 0.43
H -1.36 4.07 3.64 0.51
N -0.43 -2.68 -3.62 -0.86
C -0.40 -2.00 -2.55 0.72
H -0.22 -4.12 -0.07 0.35
H -6.18 -2.57 5.86 0.30
O -0.94 3.10 -2.88 -0.74
C 0.59 1.49 -6.98 -1.63
N 0.73 -1.72 -5.59 -0.51
H 0.23 -0.20 3.66 -0.03
C -4.99 -0.21 -0.70 -1.86
H 2.88 0.60 -8.16 0.44
H 1.28 -2.01 2.56 0.16
C 1.65 0.63 -2.14 0.19
C 4.95 -0.93 -4.37 -0.81
H 4.65 -0.86 1.88 0.32
H -5.63 -0.51 1.42 0.53
H -2.87 1.91 4.37 0.69
H 0.33 4.46 1.56 0.47
C 0.31 -3.50 0.64 -1.06
C 4.77 -1.22 -3.03 -0.08
H -5.02 1.62 2.86 0.71
N 3.15 -1.42 3.23 0.13
H 2.25 -0.61 -7.05 0.26
C 1.05 0.45 3.37 -0.62
C 2.70 0.87 1.68 -0.81
C -0.87 2.74 1.92 0.45
O -0.84 1.68 -1.15 -0.06
H 5.80 -1.35 -4.90 0.54
H 0.88 3.02 0.70 0.11
N -1.24 1.49 1.63 0.79
N -2.84 -0.03 -0.12 0.40
H -2.26 -0.12 -2.76 -0.02
H 3.38 -0.98 5.26 0.35
C -0.44 2.19 -2.26 -0.26
C 4.23 -0.52 2.83 -0.73
N 2.09 0.42 4.39 0.19
H 0.01 0.61 -6.70 0.29
H -0.55 3.87 0.14 0.23
H 2.48 -1.72 1.28 -0.15
N 1.55 0.00 2.04 1.83
N -4.28 -1.13 4.41 -1.34
C 0.77 1.52 -2.87 0.31
N -4.06 -0.18 3.46 0.78
C -3.26 0.27 -2.56 -1.27
H 4.78 -0.57 -6.98 0.48
N -3.58 -0.21 1.00 0.62
H 0.68 1.47 3.29 -0.13
C 0.00 3.56 1.03 -1.38
C 3.70 -0.72 -2.29 -0.52
H 3.97 1.27 4.72 0.34
N 1.99 1.15 -4.91 0.35
H 0.31 2.38 -4.72 0.74
H 4.73 1.14 -6.57 0.36
C -2.09 -2.58 3.25 -0.09
H 3.10 0.53 0.73 0.17
C 0.99 1.73 -4.19 -0.72
C -5.02 0.78 3.54 -0.44
H 2.51 2.38 -6.52 0.26
H -3.95 -0.20 -3.26 0.48
N -2.03 -1.47 2.50 -0.04
H 0.05 2.40 -6.70 0.59
H 2.34 1.89 1.57 -0.07
H -1.03 -4.51 3.07 0.55
C -5.36 -0.75 5.07 0.70
C 4.18 0.20 -6.48 -1.19
H 1.79 -1.61 4.81 0.36
C -3.69 -0.01 -1.16 0.71
H -5.89 -0.25 -1.29 0.52
H -5.13 -1.70 6.98 0.31
H -6.73 1.01 4.90 0.44
H -6.76 -1.10 6.65 0.38
H 3.59 -0.98 -1.24 0.78
C -2.23 2.05 3.51 -0.07
O 1.48 0.26 -0.97 0.58
C -0.65 -2.89 1.60 0.39
H 0.86 -2.75 0.07 -0.15
```

***

Record 4
ORCA calculation (ωB97M-V/def2-TZVPD) on a molecular structure, C38H43ClN3O2PTl.

Orbital gap (alpha / beta)   4.431 / 3.159 eV
Multiplicity   1
Charge   -1

Geometry as XYZ:
```
89
Properties=species:S:1:pos:R:3:mulliken_charge:R:1
C -4.15 -3.86 -1.18 -0.53
C 1.06 -4.42 2.02 -0.83
C 0.79 -3.35 1.14 -0.36
C 2.21 -5.19 1.84 -0.47
H 2.11 6.51 0.06 0.31
N -0.38 -0.79 0.93 -0.04
N 1.21 -0.22 -2.31 0.25
H -0.87 0.92 -3.58 0.05
H 0.38 -4.62 2.85 0.30
C 3.09 -4.93 0.79 -0.82
C 2.93 3.19 -2.82 1.06
H 1.30 -1.44 -5.32 0.29
H 1.62 -2.54 -3.94 0.37
H 1.46 -2.24 -0.58 0.18
H -1.13 -4.89 0.04 0.39
C 2.40 2.39 -0.63 0.18
H -1.96 -1.42 6.82 0.37
H -1.27 -2.15 -3.65 0.53
C 2.97 2.13 -1.86 0.13
H -2.99 -3.17 3.00 0.37
H -5.07 -1.93 -0.78 0.39
H 4.35 0.79 -2.87 0.45
C 3.50 0.76 -2.18 -1.67
C -1.01 -2.29 3.15 -0.01
C -0.07 -1.67 4.00 -0.39
C 3.35 2.93 -4.23 -1.49
C -3.05 -4.68 -0.95 -0.60
H 1.98 4.85 1.62 0.48
H -3.58 -2.65 5.37 0.38
C 1.51 6.04 -0.73 -1.57
C -0.66 -1.76 -2.82 -1.76
C 1.46 -1.49 -4.23 -0.90
C 2.82 -3.87 -0.10 -0.63
C 2.41 4.42 -2.43 -1.37
Tl 0.73 0.94 -0.02 1.41
H -0.93 -0.23 -4.97 0.48
H 2.23 3.10 1.88 0.28
H -0.17 -2.60 -2.32 0.34
C 2.02 4.69 -1.12 1.22
H -2.49 3.43 0.03 0.47
C 1.70 3.85 1.28 -1.89
C -1.69 -1.69 5.80 -0.45
H 3.37 3.88 -4.79 0.47
C -2.00 -4.25 -0.15 -0.33
Cl -0.80 2.20 -1.59 -0.60
H 0.92 -1.41 3.60 0.43
H 3.49 -3.66 -0.93 0.41
H -3.25 2.08 3.41 0.42
H -1.31 -1.24 -2.11 0.17
H -1.75 4.25 3.59 0.33
H -1.55 1.82 3.88 0.45
H -2.99 -5.67 -1.41 0.37
H 3.79 0.25 -1.25 0.28
H -1.30 -0.34 0.92 -0.62
C -0.42 -1.35 5.31 -0.68
H 4.34 2.46 -4.31 0.28
H -2.80 1.73 0.35 0.15
C -2.60 -2.36 4.98 -0.58
H -2.51 4.87 2.10 0.31
C -2.05 -2.97 0.44 0.33
H 0.48 0.86 -4.75 0.30
C -4.22 -2.59 -0.60 -0.67
H 3.99 -5.53 0.65 0.32
C 2.42 -0.07 -2.79 0.52
C 1.68 -3.08 0.08 0.08
H -2.30 0.76 2.67 0.18
H -3.79 2.97 1.17 0.50
C -1.82 2.77 1.97 1.90
C -2.27 -2.66 3.65 -0.35
H 2.61 2.26 -4.72 0.14
C 0.39 -0.81 -3.39 1.55
C 0.25 3.66 1.60 0.78
H 0.48 5.95 -0.35 0.20
C 2.07 3.64 -0.16 0.45
O 2.69 -0.73 -3.92 -0.40
P -0.65 -2.31 1.38 2.14
N -0.42 2.54 1.56 -0.26
C -1.74 4.21 2.49 -0.89
C -2.79 2.72 0.80 -1.96
C -2.25 1.79 3.04 -1.64
C -0.28 0.26 -4.23 -1.37
H -4.96 -4.20 -1.81 0.36
C -3.18 -2.15 0.22 -0.46
H 0.31 -0.85 5.94 0.38
H 1.52 6.71 -1.60 0.42
H 2.42 -6.02 2.53 0.34
H -3.25 -1.16 0.69 0.19
O -0.44 4.71 2.03 -0.39
H 2.34 5.22 -3.18 0.16
```

***

Record 5
ORCA calculation (ωB97M-V/def2-TZVPD) on a molecular structure, C38H43CrGeN15O2S2.

Orbital gap (alpha / beta)   6.376 / 6.196 eV
Multiplicity   2
Expectation value of S²   0.77
Charge   -1

Geometry as XYZ:
```
102
Properties=species:S:1:pos:R:3:mulliken_charge:R:1
C 3.79 5.05 1.69 -0.43
H 5.37 -0.63 -0.36 0.36
Cr 1.03 -1.47 -0.52 -0.04
C -2.16 -2.00 -5.85 -0.65
H 0.77 1.48 0.25 0.12
H -0.77 0.17 5.72 0.47
H 1.02 4.22 -0.07 0.32
H 0.07 4.14 7.32 0.24
C 0.15 2.33 -2.77 -0.06
C -1.49 -1.87 1.04 -0.05
N 2.42 -1.39 0.84 1.24
C 1.23 4.58 -3.99 -0.65
H 1.45 -3.59 -2.14 0.39
H -1.87 -5.71 -0.33 0.38
C -3.89 -1.24 2.48 0.12
N 2.30 -0.58 -3.09 -0.27
C -4.16 1.86 5.11 -0.59
H 2.47 -6.60 -0.08 0.39
C 2.90 3.21 -0.16 0.11
S -0.96 -1.51 -2.10 -0.39
C -2.85 2.08 1.13 -1.41
S 2.37 1.82 -1.21 0.57
C -1.97 -0.51 1.11 -0.88
O -0.34 -2.14 0.53 0.88
H -5.11 2.33 4.94 0.44
O -0.81 2.55 6.52 -0.42
N -5.06 -0.15 4.17 -0.64
C 1.58 -3.43 -1.06 -1.02
C -3.14 -0.19 1.85 1.10
C -3.54 -2.56 2.16 -0.70
H -1.35 -0.91 -7.54 0.36
H -1.71 0.08 -6.10 0.24
C 1.47 -6.59 -0.50 -1.49
H -1.54 2.64 -4.05 0.52
C 4.64 4.05 1.25 -0.67
H 1.00 -0.83 -3.97 0.23
C -1.31 -0.88 -6.45 -0.61
N 2.16 -1.41 2.15 -0.50
C -3.98 0.54 4.68 -0.12
H -1.81 -2.97 -6.25 0.27
H -3.21 -1.88 -6.11 0.39
C 1.96 3.91 -3.01 -0.46
H -1.12 2.39 -0.10 0.14
N 3.42 -0.20 -3.60 -0.77
H -0.24 1.45 -2.29 0.22
C 2.03 4.19 0.29 -0.09
C -1.90 1.96 5.93 0.88
C -1.70 1.67 0.47 0.14
C -0.90 3.89 6.90 -0.85
N -2.02 -1.96 -4.42 -0.12
H -1.68 4.06 7.66 0.33
H 5.64 3.98 1.65 0.41
H -3.16 3.11 1.08 0.48
N 3.23 -1.13 2.80 -0.86
N 4.42 -0.95 -0.42 0.00
H 0.66 -3.66 2.21 0.29
H 2.65 -3.57 -0.85 0.54
C 3.73 -1.07 0.76 0.11
N 4.38 -0.27 -2.70 -0.63
C 2.49 5.11 1.21 -0.78
N 1.41 0.96 -0.34 -0.11
H 4.13 5.77 2.41 0.38
C -3.58 1.14 1.82 -0.88
Ge 0.58 -4.82 -0.10 1.05
H 1.66 5.46 -4.46 0.38
H -2.73 -2.34 -3.82 0.26
N 2.47 -0.94 -1.81 0.85
N 4.25 -0.91 1.97 -0.61
H -1.09 4.55 6.04 0.34
H 0.92 -7.42 -0.07 0.38
H -1.75 -4.08 -0.99 0.32
H -0.57 4.64 -5.14 0.39
N 0.12 -1.07 -4.50 0.36
H -2.58 -1.10 4.65 0.39
H 1.51 -5.20 2.27 0.42
C -0.91 -1.52 -3.79 0.06
C 3.78 -0.73 -1.60 0.31
H -0.24 -5.18 2.34 0.40
H 0.55 -1.97 -6.34 0.31
C 4.20 3.12 0.33 -0.33
N -4.96 -1.05 3.30 -0.53
H 1.82 5.88 1.57 0.42
H -1.14 -5.44 -1.91 0.38
H 1.56 -6.76 -1.57 0.38
C -2.73 -0.06 4.93 0.02
H 2.94 4.24 -2.73 0.49
H -3.31 3.59 6.00 0.38
C -3.13 2.57 5.71 -0.34
H -4.50 1.41 2.31 0.62
N -1.27 0.42 0.44 0.04
H 4.84 2.32 -0.01 0.38
C 0.62 -4.70 1.89 -1.29
C -1.24 -5.03 -0.91 -1.33
C -2.37 -2.86 1.52 -0.21
C -1.72 0.63 5.54 -0.72
C -0.56 3.00 -3.76 -0.86
C 0.12 -1.04 -5.94 -0.64
H -2.07 -3.89 1.41 0.33
H 0.76 -0.22 -6.26 0.35
C 1.40 2.80 -2.40 0.12
H -4.17 -3.34 2.56 0.41
C -0.02 4.13 -4.36 -0.65
```

***

The records above yield max |F| values of 1.146; 0.851; 0.752; 3.316; 2.406 eV Å⁻¹, respectively.
The records above yield E_tot values of -2336.78118; -6869.04968; -3461.20847; -2762.56526; -6363.38372 Ha, respectively.